{
  "formula": "C4H10N2S",
  "method": "wB97M-V/def2-TZVPD",
  "symbols": ["H", "H", "H", "C", "H", "H", "H", "C", "H", "S", "C", "H", "N", "H", "C", "H", "N"],
  "xyz": [[0.45280, 0.26318, 1.39702], [0.98530, -1.82849, -1.61504], [-1.81578, 0.83756, 1.90929], [-0.27469, -0.54062, 1.19448], [-3.77979, -0.40627, 0.81987], [-2.56297, -1.46178, -0.02111], [-2.79811, -1.50452, 1.76180], [-2.77944, -0.85568, 0.87631], [-1.59194, 0.83584, 0.20695], [1.17601, 1.66795, -0.77109], [-1.64802, 0.12977, 1.05907], [2.18249, -0.17757, -1.89787], [1.60657, 0.03971, -1.08978], [-0.27992, -1.18298, 2.08139], [0.84287, -1.11512, -0.78222], [1.96888, 1.91974, 0.37066], [0.04750, -1.42428, 0.12387]],
  "mulliken_charge": [0.1577, 0.2731, 0.3130, -0.4967, 0.3518, 0.3009, 0.2757, -1.1232, 0.2068, -0.1774, -0.2171, 0.2805, -0.3030, 0.3758, 0.0988, 0.1448, -0.4619],
  "homo_ev": -9.16,
  "lumo_ev": 0.655,
  "total_energy_ha": -666.0612,
  "total_charge": 0,
  "e_above_lowest_kcal_mol": 26.2,
  "fmax_ev_per_a": 1.712,
  "spin_multiplicity": 1
}